No. 1
{"formula": "C36H37AsBrN3O3STeV", "method": "wB97M-V/def2-TZVPD", "symbols": ["V", "N", "C", "C", "C", "N", "H", "H", "H", "H", "H", "H", "H", "H", "H", "H", "O", "S", "N", "C", "C", "C", "C", "C", "C", "As", "C", "C", "C", "C", "C", "C", "C", "C", "C", "C", "C", "C", "H", "H", "H", "H", "H", "H", "H", "H", "H", "H", "H", "H", "H", "H", "H", "C", "Te", "C", "C", "C", "C", "C", "C", "C", "H", "H", "H", "H", "H", "H", "H", "H", "Br", "C", "C", "C", "C", "C", "C", "C", "O", "O", "H", "H", "H", "H"], "xyz": [[0.781, 0.293, 0.386], [0.560, 2.004, 1.677], [0.810, 3.439, 1.394], [-0.427, 4.345, 1.513], [-1.265, 4.521, 0.255], [-1.936, 3.274, -0.104], [-0.251, 1.901, 2.276], [1.328, 1.644, 2.243], [1.236, 3.519, 0.394], [1.550, 3.813, 2.104], [-0.085, 5.334, 1.823], [-1.077, 3.974, 2.315], [-0.622, 4.822, -0.576], [-1.983, 5.333, 0.430], [-2.578, 3.435, -0.872], [-2.495, 2.943, 0.676], [1.611, -1.428, -0.555], [2.821, -0.521, -0.872], [2.424, 0.839, -0.334], [1.715, -1.941, -5.004], [2.207, -0.650, -4.904], [1.677, 0.225, -3.963], [0.649, -0.182, -3.121], [0.162, -1.484, -3.231], [0.690, -2.358, -4.164], [-0.089, 0.954, -1.705], [0.315, 2.687, -2.525], [1.548, 3.272, -2.233], [1.892, 4.503, -2.776], [1.013, 5.160, -3.624], [-0.212, 4.582, -3.923], [-0.558, 3.354, -3.377], [-1.955, 0.623, -2.204], [-2.874, 0.326, -1.201], [-4.193, 0.032, -1.520], [-4.605, 0.035, -2.844], [-3.688, 0.304, -3.852], [-2.367, 0.582, -3.534], [2.129, -2.626, -5.734], [2.999, -0.317, -5.563], [2.065, 1.233, -3.883], [-0.624, -1.811, -2.560], [0.308, -3.369, -4.238], [2.237, 2.739, -1.592], [2.848, 4.949, -2.531], [1.285, 6.113, -4.060], [-0.901, 5.089, -4.587], [-1.518, 2.915, -3.620], [-2.530, 0.305, -0.175], [-4.900, -0.203, -0.733], [-5.633, -0.191, -3.093], [-4.000, 0.287, -4.888], [-1.643, 0.742, -4.325], [1.738, -2.827, 2.324], [2.899, -1.035, 2.093], [3.977, -1.965, 3.734], [3.858, -3.436, 3.453], [4.826, -4.357, 3.827], [4.653, -5.708, 3.557], [3.506, -6.143, 2.912], [2.545, -5.224, 2.512], [2.721, -3.871, 2.768], [1.252, -3.072, 1.382], [0.977, -2.643, 3.083], [3.534, -1.709, 4.698], [5.010, -1.623, 3.730], [5.730, -4.017, 4.319], [5.420, -6.414, 3.848], [3.366, -7.195, 2.701], [1.663, -5.559, 1.980], [-6.238, -2.955, 4.372], [-4.558, -2.304, 3.763], [-3.713, -1.674, 4.662], [-2.503, -1.175, 4.209], [-2.147, -1.297, 2.871], [-3.003, -1.955, 1.989], [-4.211, -2.464, 2.432], [-0.886, -0.671, 2.362], [-0.025, -0.284, 3.149], [-0.825, -0.482, 1.085], [-4.006, -1.580, 5.699], [-1.824, -0.679, 4.890], [-2.710, -2.065, 0.954], [-4.876, -2.981, 1.754]], "s2": 0.83, "lumo_ha": [0.009, 0.009], "gap_ev": [6.615, 6.952], "e_above_lowest_kj_mol": 34.8, "spin_multiplicity": 2, "homo_ev": [-6.378, -6.699]}



No. 2
{"formula": "C36H37AsN3O4PdSSi", "method": "wB97M-V/def2-TZVPD", "symbols": ["Pd", "C", "C", "C", "C", "C", "C", "C", "S", "O", "O", "N", "C", "C", "O", "O", "H", "H", "H", "H", "H", "H", "H", "H", "H", "C", "C", "C", "C", "C", "C", "As", "C", "C", "C", "C", "C", "C", "C", "C", "C", "C", "C", "C", "H", "H", "H", "H", "H", "H", "H", "H", "H", "H", "H", "H", "H", "H", "H", "C", "Si", "C", "C", "H", "H", "H", "H", "H", "H", "H", "H", "H", "N", "C", "C", "C", "C", "C", "N", "C", "H", "H", "H", "H"], "xyz": [[0.967, 0.333, -0.430], [2.997, -4.932, 5.211], [2.079, -3.868, 4.662], [2.158, -2.552, 5.113], [1.396, -1.551, 4.529], [0.545, -1.857, 3.471], [0.414, -3.172, 3.050], [1.170, -4.168, 3.651], [-0.113, -0.515, 2.495], [-1.093, -1.115, 1.609], [-0.604, 0.446, 3.457], [1.121, 0.030, 1.656], [1.921, 1.083, 2.323], [2.765, 1.987, 1.385], [3.298, 2.962, 1.926], [2.840, 1.627, 0.169], [3.291, -4.716, 6.239], [3.908, -4.984, 4.608], [2.527, -5.916, 5.181], [2.831, -2.306, 5.927], [1.448, -0.530, 4.887], [-0.281, -3.401, 2.251], [1.070, -5.197, 3.319], [2.640, 0.642, 3.020], [1.277, 1.748, 2.894], [-3.817, 3.254, 3.233], [-2.744, 3.917, 2.652], [-2.070, 3.347, 1.583], [-2.461, 2.111, 1.076], [-3.511, 1.433, 1.689], [-4.193, 2.009, 2.752], [-1.411, 1.318, -0.376], [-2.700, 0.070, -1.142], [-4.060, 0.340, -1.281], [-4.902, -0.588, -1.879], [-4.393, -1.796, -2.341], [-3.041, -2.075, -2.203], [-2.200, -1.143, -1.606], [-1.599, 2.796, -1.684], [-2.485, 2.831, -2.758], [-2.490, 3.906, -3.641], [-1.610, 4.964, -3.462], [-0.706, 4.930, -2.408], [-0.687, 3.845, -1.544], [-4.343, 3.697, 4.069], [-2.421, 4.876, 3.039], [-1.218, 3.862, 1.160], [-3.768, 0.434, 1.365], [-5.016, 1.476, 3.213], [-4.459, 1.281, -0.925], [-5.958, -0.365, -1.988], [-5.053, -2.520, -2.805], [-2.641, -3.019, -2.553], [-1.144, -1.351, -1.472], [-3.171, 2.011, -2.923], [-3.189, 3.915, -4.470], [-1.613, 5.800, -4.152], [-0.007, 5.746, -2.265], [0.075, 3.790, -0.774], [3.252, -2.133, 0.671], [1.931, -1.805, -0.622], [0.634, -3.189, -0.520], [2.779, -2.177, -2.282], [3.600, -3.173, 0.631], [2.860, -1.928, 1.666], [4.109, -1.471, 0.508], [1.068, -4.059, -0.013], [0.324, -3.501, -1.525], [-0.249, -2.863, 0.032], [3.064, -3.236, -2.290], [3.686, -1.581, -2.430], [2.105, -1.999, -3.130], [5.562, 0.979, -4.552], [4.438, 0.912, -4.330], [3.026, 0.790, -4.071], [2.153, 0.477, -5.099], [0.813, 0.344, -4.798], [0.393, 0.522, -3.493], [1.229, 0.800, -2.504], [2.526, 0.946, -2.781], [2.527, 0.363, -6.107], [0.087, 0.122, -5.568], [-0.654, 0.458, -3.230], [3.167, 1.222, -1.946]], "lumo_ha": [0.067, 0.067], "total_charge": -1, "gap_ev": [5.940, 5.944], "e_above_lowest_kj_mol": 190.9, "homo_ev": [-4.111, -4.115]}



No. 3
{"formula": "C36H37CrN13PS2", "method": "wB97M-V/def2-TZVPD", "symbols": ["Cr", "C", "C", "C", "N", "C", "C", "C", "C", "C", "C", "C", "N", "C", "C", "C", "N", "C", "C", "C", "C", "C", "C", "C", "N", "C", "C", "H", "H", "H", "H", "H", "H", "H", "H", "H", "H", "H", "H", "H", "H", "H", "H", "H", "H", "H", "H", "H", "H", "H", "H", "H", "H", "N", "C", "N", "N", "N", "N", "C", "N", "N", "N", "N", "H", "S", "P", "S", "C", "C", "C", "C", "C", "C", "C", "C", "C", "C", "C", "C", "H", "H", "H", "H", "H", "H", "H", "H", "H", "H"], "xyz": [[0.399, -0.155, 0.186], [0.686, -2.391, -2.766], [2.987, -2.318, -1.407], [3.140, -1.612, -0.058], [2.446, -0.360, -0.047], [3.059, 0.725, -0.554], [4.421, 0.834, -0.793], [5.186, 1.925, -1.279], [4.829, 3.171, -1.681], [3.492, 3.691, -1.728], [2.324, 3.116, -1.409], [1.973, 1.741, -0.938], [0.952, 1.691, 0.045], [0.512, 2.825, 0.806], [-1.006, 2.992, 0.724], [-1.681, 1.710, 1.211], [-1.594, 0.607, 0.253], [-2.487, 0.532, -0.699], [-3.559, 1.475, -0.825], [-4.473, 1.723, -1.829], [-4.652, 1.150, -3.082], [-3.922, 0.063, -3.554], [-2.983, -0.715, -2.920], [-2.420, -0.681, -1.593], [-1.787, -1.675, -1.067], [-1.728, -2.954, -1.725], [-0.636, -3.161, -2.809], [1.246, -2.682, -3.661], [-0.284, -0.784, -3.651], [3.172, -1.631, -2.229], [3.668, -3.171, -1.468], [4.216, -1.519, 0.109], [2.780, -2.251, 0.750], [5.029, -0.022, -0.531], [6.253, 1.715, -1.326], [5.619, 3.838, -2.009], [3.412, 4.711, -2.101], [1.427, 3.698, -1.592], [1.008, 3.740, 0.471], [0.771, 2.704, 1.871], [-1.313, 3.217, -0.302], [-1.317, 3.820, 1.372], [-2.712, 1.877, 1.530], [-1.146, 1.403, 2.107], [-3.645, 2.166, -0.001], [-5.145, 2.549, -1.605], [-5.398, 1.585, -3.737], [-4.145, -0.244, -4.574], [-2.613, -1.533, -3.524], [-2.684, -3.214, -2.205], [-1.568, -3.701, -0.944], [-1.042, -2.896, -3.788], [-0.420, -4.235, -2.854], [1.590, -2.934, -1.641], [0.908, -3.249, -0.416], [0.800, -4.506, -0.040], [0.122, -4.415, 1.112], [-0.130, -3.166, 1.377], [0.373, -2.387, 0.414], [0.571, -0.866, -2.938], [1.784, -0.392, -3.664], [2.140, 0.697, -3.138], [1.336, 1.054, -2.158], [0.426, 0.018, -1.828], [1.788, -3.874, -1.981], [-0.186, 1.635, 5.352], [-0.330, -0.019, 4.273], [0.947, -0.220, 2.718], [-2.070, -0.263, 3.734], [-2.374, -1.111, 2.675], [-3.684, -1.240, 2.235], [-4.701, -0.536, 2.861], [-4.405, 0.297, 3.934], [-3.095, 0.438, 4.365], [-0.071, -1.492, 5.343], [0.015, -2.754, 4.759], [0.172, -3.880, 5.554], [0.253, -3.755, 6.936], [0.172, -2.499, 7.519], [0.006, -1.370, 6.725], [-1.588, -1.649, 2.164], [-3.889, -1.867, 1.375], [-5.721, -0.621, 2.503], [-5.195, 0.858, 4.421], [-2.843, 1.117, 5.170], [-0.030, -2.853, 3.681], [0.236, -4.855, 5.086], [0.383, -4.635, 7.555], [0.241, -2.394, 8.596], [-0.055, -0.380, 7.161]], "s2": 3.79, "lumo_ha": [0.153, 0.152], "total_charge": -2, "gap_ev": [5.584, 5.505], "spin_multiplicity": 4, "homo_ev": [-1.434, -1.358]}



No. 4
{"formula": "C36H37F10N8Rb", "method": "wB97M-V/def2-TZVPD", "symbols": ["Rb", "C", "N", "C", "C", "C", "C", "C", "C", "C", "N", "C", "C", "C", "C", "C", "C", "N", "C", "C", "H", "H", "H", "H", "H", "H", "H", "H", "H", "H", "H", "H", "H", "H", "H", "H", "H", "H", "H", "H", "C", "N", "C", "C", "N", "C", "C", "F", "C", "F", "C", "F", "C", "F", "C", "F", "C", "C", "N", "C", "C", "F", "C", "F", "C", "F", "C", "F", "C", "F", "H", "H", "H", "H", "H", "H", "H", "H", "H", "H", "H", "C", "N", "C", "C", "N", "H", "H", "H", "H", "H", "H"], "xyz": [[11.281, 10.999, 13.194], [8.800, 11.432, 10.237], [8.791, 12.459, 11.274], [9.362, 13.722, 10.881], [7.672, 12.527, 12.135], [6.904, 13.695, 12.211], [5.825, 13.655, 13.082], [5.597, 12.643, 13.960], [6.313, 11.440, 13.863], [7.435, 11.332, 13.062], [8.348, 10.273, 13.065], [7.865, 8.982, 13.240], [6.661, 8.508, 12.637], [6.375, 7.148, 12.596], [7.161, 6.187, 13.215], [8.312, 6.638, 13.892], [8.635, 8.004, 13.980], [9.678, 8.398, 14.855], [9.452, 9.347, 15.938], [10.842, 7.538, 14.917], [8.081, 11.677, 9.399], [8.583, 10.433, 10.681], [9.793, 11.420, 9.855], [8.941, 14.162, 9.982], [10.412, 13.498, 10.632], [9.420, 14.465, 11.684], [7.099, 14.580, 11.591], [5.119, 14.455, 13.094], [4.861, 12.696, 14.727], [6.040, 10.556, 14.412], [5.905, 9.230, 12.217], [5.449, 6.847, 12.071], [6.938, 5.116, 13.148], [9.034, 5.930, 14.318], [8.742, 8.929, 16.694], [9.015, 10.284, 15.572], [10.422, 9.335, 16.454], [10.649, 6.482, 15.094], [11.495, 7.890, 15.746], [11.447, 7.654, 14.004], [14.086, 11.891, 15.801], [13.967, 12.229, 14.425], [13.840, 13.600, 14.076], [12.916, 14.431, 14.996], [11.550, 13.907, 15.026], [10.630, 14.525, 15.764], [9.253, 14.086, 15.726], [9.013, 12.866, 15.141], [8.207, 14.747, 16.366], [6.949, 14.223, 16.324], [8.491, 15.880, 17.078], [7.536, 16.615, 17.697], [9.841, 16.234, 17.326], [10.121, 17.212, 18.235], [10.835, 15.661, 16.604], [12.063, 16.246, 16.599], [14.856, 11.452, 13.588], [15.053, 12.039, 12.181], [13.829, 11.866, 11.329], [14.069, 11.989, 10.057], [14.842, 13.045, 9.447], [15.051, 14.071, 10.316], [15.416, 13.043, 8.190], [16.325, 13.990, 7.848], [14.891, 12.105, 7.263], [15.072, 12.254, 5.945], [13.901, 11.211, 7.636], [13.261, 10.390, 6.765], [13.508, 11.204, 8.996], [12.387, 10.516, 9.327], [14.950, 12.336, 16.321], [14.150, 10.780, 15.883], [13.228, 12.245, 16.354], [13.546, 13.679, 13.024], [14.784, 14.165, 14.055], [12.945, 15.508, 14.793], [13.327, 14.542, 16.013], [14.436, 10.463, 13.569], [15.850, 11.452, 14.113], [15.942, 11.624, 11.657], [15.324, 13.068, 12.360], [12.125, 7.158, 8.614], [11.807, 6.530, 9.867], [11.976, 5.095, 10.140], [11.644, 7.343, 10.912], [11.341, 8.108, 11.739], [11.257, 7.085, 7.925], [12.967, 6.617, 8.180], [12.464, 8.203, 8.690], [11.180, 4.484, 9.679], [11.854, 4.961, 11.252], [12.909, 4.759, 9.724]], "lumo_ha": 0.127, "total_charge": -2, "gap_ev": 4.560, "e_above_lowest_kj_mol": 114.9, "homo_ev": -1.090}



No. 5
{"formula": "C36H37FeNP4S2", "method": "wB97M-V/def2-TZVPD", "symbols": ["Fe", "S", "P", "C", "P", "S", "C", "C", "C", "C", "C", "C", "C", "C", "C", "C", "C", "C", "C", "C", "C", "C", "C", "C", "C", "C", "C", "C", "C", "C", "H", "H", "H", "H", "H", "H", "H", "H", "H", "H", "H", "H", "H", "H", "H", "H", "H", "H", "H", "H", "C", "P", "C", "C", "C", "C", "C", "C", "C", "P", "C", "C", "H", "H", "H", "H", "H", "H", "H", "H", "H", "H", "H", "H", "H", "H", "H", "H", "N", "C", "H"], "xyz": [[0.562, 0.107, -0.385], [0.950, -1.916, 0.712], [-0.669, -2.491, -0.338], [-1.390, -1.002, -0.990], [-2.884, -0.420, -0.270], [-2.488, 0.016, 1.620], [-3.532, 1.034, -1.168], [-2.788, 2.215, -1.220], [-3.306, 3.357, -1.810], [-4.586, 3.340, -2.357], [-5.339, 2.181, -2.302], [-4.818, 1.034, -1.707], [-4.221, -1.616, -0.466], [-5.014, -2.008, 0.603], [-6.039, -2.930, 0.398], [-6.263, -3.462, -0.865], [-5.466, -3.076, -1.938], [-4.446, -2.157, -1.737], [-1.682, -3.600, 0.668], [-1.545, -3.579, 2.055], [-2.311, -4.432, 2.841], [-3.219, -5.296, 2.247], [-3.371, -5.310, 0.864], [-2.602, -4.468, 0.073], [-0.166, -3.533, -1.731], [0.962, -4.346, -1.640], [1.295, -5.186, -2.696], [0.496, -5.234, -3.833], [-0.639, -4.436, -3.921], [-0.968, -3.586, -2.871], [-1.814, 2.237, -0.787], [-2.719, 4.270, -1.831], [-4.994, 4.232, -2.816], [-6.345, 2.168, -2.707], [-5.425, 0.142, -1.659], [-4.826, -1.597, 1.587], [-6.665, -3.231, 1.230], [-7.063, -4.179, -1.018], [-5.642, -3.489, -2.924], [-3.821, -1.852, -2.572], [-0.836, -2.901, 2.512], [-2.193, -4.423, 3.919], [-3.807, -5.970, 2.861], [-4.081, -5.986, 0.401], [-2.716, -4.496, -1.004], [1.575, -4.317, -0.748], [2.180, -5.811, -2.629], [0.754, -5.899, -4.650], [-1.270, -4.480, -4.802], [-1.849, -2.951, -2.939], [-0.197, 1.101, -3.883], [0.926, 0.381, -2.662], [1.428, -1.168, -3.469], [2.500, 1.293, -2.872], [2.925, 1.833, -4.088], [4.208, 2.341, -4.220], [5.087, 2.303, -3.140], [4.664, 1.789, -1.925], [3.365, 1.292, -1.783], [2.736, 0.729, -0.167], [3.949, -0.477, 0.423], [3.048, 2.200, 0.855], [0.176, 0.909, -4.887], [-0.303, 2.172, -3.724], [-1.175, 0.636, -3.769], [1.995, -0.920, -4.365], [0.547, -1.745, -3.728], [2.047, -1.766, -2.800], [2.255, 1.858, -4.943], [4.529, 2.762, -5.166], [6.098, 2.680, -3.247], [5.351, 1.781, -1.085], [4.936, -0.021, 0.487], [3.973, -1.327, -0.256], [3.649, -0.839, 1.407], [4.101, 2.473, 0.827], [2.753, 2.005, 1.887], [2.453, 3.026, 0.471], [-0.336, 2.685, 1.180], [-0.052, 1.746, 0.581], [-0.692, 3.416, 1.769]], "s2": 0.76, "lumo_ha": [-0.093, -0.139], "total_charge": 1, "gap_ev": [7.875, 6.690], "e_above_lowest_kj_mol": 140.2, "spin_multiplicity": 2, "homo_ev": [-10.394, -10.480]}



What max |F| values result from the calculations? In sequence: 0.0437; 0.0183; 0.0031; 0.0553; 0.0364 hartree/bohr.
What calculated total energy values result from the calculations? In sequence: -8203.9953; -4910.6862; -4288.0205; -2854.6133; -4874.0908 hartree.